Below is an isolated ion of composition C6H10N and charge +1, with properties calculated with ωB97M-V/def2-TZVPD.

Results
Net charge: +1
SMILES: [NH3+]C1(C2=CC2)CC1
Spin multiplicity: 1
Total energy, eV: -7863.28016
Energy relative to the best compared isomer or geometry (same formula, charge and spin), kJ/mol: 296.0
Frontier orbital gap, eV: 9.70

Positions of all 17 atoms, in Å:
N -0.7611 -1.4515 -0.0784
C -0.4783 0.0807 0.0266
C 0.9735 0.2840 0.0879
C 2.0583 1.0141 -0.1882
C 2.3157 -0.4890 0.1374
C -1.4144 0.9240 -0.7191
C -1.4581 0.8725 0.8115
H -0.5992 -1.8178 -1.0440
H -1.7294 -1.7674 0.1681
H -0.0086 -1.8827 0.4879
H 2.6339 1.8569 -0.4057
H 2.3900 -1.1481 -0.8071
H 2.6977 -0.7538 1.0977
H -2.1885 0.5281 -1.3098
H -1.1699 1.8321 -1.0719
H -0.9445 1.5138 1.5846
H -2.3171 0.4042 1.2226

---

Below is C26H48O26S5Ti as an isolated structure, with properties calculated with ωB97M-V/def2-TZVPD.

Results
Net charge: -1
Spin multiplicity: 4
Total energy, eV: -158263.93549
Frontier orbital gap (spin up / spin down), eV: 4.22 / 8.82

Positions of all 106 atoms, in Å:
Ti -0.2970 1.6246 2.6272
S -0.7161 0.4638 0.2639
O 0.5804 0.8443 0.8548
O -1.2242 1.6363 -0.3897
O -0.6635 -0.6547 -0.6399
O -1.5768 0.2069 1.4287
C -0.2212 -2.7429 1.8478
C -1.7605 -2.8317 2.1400
O -1.8555 -3.8532 3.1800
C -0.6761 -4.4261 3.3862
O -0.4567 -5.2666 4.2747
O 0.2384 -3.8356 2.5973
H 0.3333 -1.8434 2.1154
H -0.0152 -2.9275 0.7934
H -2.2618 -3.2070 1.2478
H -2.1527 -1.8994 2.5463
C 2.5654 -1.7854 0.3572
C 3.8103 -1.3385 -0.2690
O 4.7623 -2.0507 0.4860
C 4.2222 -3.1733 0.9809
O 4.7573 -4.0703 1.6424
O 2.8192 -3.1371 0.8129
H 1.7714 -1.8183 -0.3889
H 2.1816 -1.0845 1.0986
H 3.8959 -0.2534 -0.2119
H 3.9863 -1.6351 -1.3030
C 1.7234 1.1332 -2.0442
C 0.9657 0.6668 -3.2958
O 1.8869 0.8762 -4.3208
C 2.9773 1.5049 -3.8437
O 3.8967 1.9838 -4.5599
O 3.0317 1.5230 -2.5413
H 1.7097 0.3404 -1.2962
H 1.3211 1.9696 -1.4726
H 0.0208 1.1859 -3.4559
H 0.7153 -0.3851 -3.1580
C 3.2860 2.3641 1.1924
C 3.3539 3.2530 2.4130
O 4.7004 3.3284 2.7067
C 5.4262 3.0457 1.6104
O 6.6074 3.1638 1.5233
O 4.5593 2.5471 0.5985
H 2.4750 2.7853 0.5982
H 3.0201 1.3335 1.4274
H 2.8613 2.8421 3.2943
H 2.8556 4.1789 2.1260
C -2.6832 -1.8157 -3.0578
C -2.7443 -0.4050 -3.4324
O -2.7518 -0.2871 -4.8374
C -2.9688 -1.5776 -5.3444
O -3.0774 -1.8550 -6.5451
O -2.9856 -2.4822 -4.3102
H -3.5333 -2.2100 -2.5010
H -1.7906 -2.1972 -2.5621
H -1.9103 0.1328 -2.9814
H -3.6011 0.0336 -2.9209
C -4.3267 1.4881 -0.1323
C -4.2113 2.6638 -1.0680
O -5.5035 2.8200 -1.5250
C -6.3661 1.9910 -0.8592
O -7.6241 1.9284 -0.8180
O -5.7239 1.1599 -0.0680
H -3.8610 1.6843 0.8335
H -3.9129 0.5657 -0.5399
H -3.4803 2.3214 -1.8005
H -3.8924 3.5552 -0.5278
C -1.5622 -0.3093 5.0497
S -2.7751 1.1670 4.7881
O -2.0996 2.2778 3.9747
C -3.8719 0.3453 3.5221
H -1.1472 -0.5070 4.0614
H -2.0861 -1.1481 5.5079
H -0.7696 0.1486 5.6414
H -4.5447 1.0842 3.0867
H -4.6323 -0.3431 3.8910
H -3.4149 -0.2240 2.7128
C 1.8747 -2.0318 4.7491
S 2.1746 -0.2049 4.6188
O 1.2795 0.2576 3.5044
C 3.9090 -0.1448 4.0666
H 2.3246 -2.4124 5.6660
H 2.2611 -2.6574 3.9444
H 0.8003 -2.1345 4.5968
H 4.0257 -0.5682 3.0690
H 4.5322 -0.6872 4.7776
H 4.1543 0.9145 4.1432
C -0.6342 -4.9108 -3.8972
S 1.0648 -4.6761 -3.2261
O 1.8891 -4.5240 -4.5032
C 0.6716 -3.0504 -2.5977
H -1.4155 -4.6182 -3.1957
H -0.9169 -5.9300 -4.1604
H -0.6771 -4.3569 -4.8350
H 1.4981 -2.4242 -2.2619
H 0.1427 -3.1692 -1.6520
H 0.0927 -2.5629 -3.3822
C -1.6195 4.2946 -2.3744
S -0.8307 5.8355 -3.1058
O -0.9670 6.8053 -1.9068
C 0.8408 5.1829 -2.9792
H -1.4021 3.3301 -2.8332
H -2.6770 4.5584 -2.3881
H -1.4174 4.1270 -1.3165
H 1.0333 4.9176 -1.9397
H 1.5308 5.9876 -3.2331
H 0.8696 4.2653 -3.5668

---

Below is a 3-piece molecular cluster, C20H32N3O3P overall, with properties calculated with ωB97M-V/def2-TZVPD.

Results
SMILES: CCOC(=O)CCC[C@@H]1C(=O)NC[C@@H]1P(C)C.c1cc[nH]c1.c1cc[nH]c1
Spin multiplicity: 1
Total energy, eV: -41159.92963
Energy relative to the best compared isomer or geometry (same formula, charge and spin), kJ/mol: 19.0
Frontier orbital gap, eV: 8.38

Positions of all 59 atoms, in Å:
C 1.3090 -2.5314 -0.3938
C 2.1953 -1.2914 -0.2020
O 1.6513 -0.4384 0.8141
C 1.8898 0.9092 0.7172
O 2.3457 1.4754 1.6729
C 1.4726 1.6645 -0.5264
C 0.0717 2.3134 -0.4079
C -1.0656 1.6036 -1.1531
C -1.1867 0.1045 -0.8643
C -1.4263 -0.6792 -2.1557
O -0.6354 -0.7710 -3.0673
N -2.7144 -1.2942 -2.1492
C -3.4308 -0.6412 -1.0111
C -2.3569 -0.4063 0.0382
P -2.7317 0.7803 1.4027
C -4.4055 0.2680 1.9993
C -1.5629 0.2202 2.7094
H 1.8121 -3.4449 -0.0837
H 0.4086 -2.4057 0.2157
H 0.9700 -2.6176 -1.4292
H 3.1977 -1.6017 0.1029
H 2.2934 -0.7521 -1.1456
H 1.5594 1.0778 -1.4441
H 2.2000 2.4757 -0.6069
H -0.2021 2.4808 0.6393
H 0.1612 3.3116 -0.8472
H -2.0010 2.1144 -0.9157
H -0.8830 1.7362 -2.2257
H -0.2655 -0.2920 -0.4465
H -2.5196 -2.2663 -1.9043
H -3.8405 0.2907 -1.4069
H -4.2459 -1.3068 -0.7241
H -2.0259 -1.3925 0.3922
H -5.0136 1.1716 2.0627
H -4.3924 -0.2135 2.9790
H -4.8722 -0.4026 1.2735
H -2.0921 0.0011 3.6399
H -0.8282 1.0054 2.8988
H -1.0124 -0.6815 2.4192
C 1.4174 2.7383 5.0252
C 1.3451 2.8362 6.4427
C 1.3172 1.5607 6.9391
N 1.3674 0.6999 5.8757
C 1.4306 1.4073 4.7048
H 1.4587 3.5515 4.3202
H 1.3200 3.7394 7.0291
H 1.2691 1.1954 7.9504
H 1.3616 -0.3002 5.9429
H 1.4865 0.9093 3.7547
C 2.5608 -2.3062 -6.6868
C 1.6513 -1.2392 -6.9233
C 1.0299 -0.9602 -5.7343
N 1.5296 -1.8114 -4.7914
C 2.4607 -2.6360 -5.3612
H 3.2105 -2.7765 -7.4057
H 1.4715 -0.7376 -7.8594
H 0.2773 -0.2364 -5.4775
H 1.2355 -1.8245 -3.8322
H 2.9720 -3.3836 -4.7789

---

Below is a 2-piece molecular cluster, C3H7IN2 overall, with properties calculated with ωB97M-V/def2-TZVPD.

Results
Spin multiplicity: 3
Total energy, eV: -14297.69394
Energy relative to the best compared isomer or geometry (same formula, charge and spin), kJ/mol: 326.1
Frontier orbital gap (spin up / spin down), eV: 6.05 / 6.66

Positions of all 13 atoms, in Å:
C -0.4605 -1.8091 0.7256
C 0.7275 0.7312 -1.2650
C -1.1830 -1.1626 -0.2049
N 0.9417 1.7325 0.8927
N 0.3230 1.2722 -0.2419
I -2.5374 0.3735 0.0828
H -0.6184 -1.6586 1.7828
H -0.0714 -2.8237 0.2794
H 2.0000 1.6198 1.1482
H 1.7113 0.4804 -1.5727
H -0.0642 0.6123 -2.0037
H -1.0677 -1.4131 -1.1761
H 0.2992 2.0453 1.5528

---

Below is one molecule with the formula C4H4O2, with properties calculated with ωB97M-V/def2-TZVPD.

Results
SMILES: O=C/C=C\C=O
Spin multiplicity: 1
Total energy, eV: -8305.13348
Energy relative to the best compared isomer or geometry (same formula, charge and spin), kJ/mol: 187.5
Frontier orbital gap, eV: 9.03

Positions of all 10 atoms, in Å:
O -1.8078 1.6051 -1.5298
C -1.3262 0.8083 -0.6207
C -0.1544 -0.0812 -0.8649
C 0.8696 -0.5691 -0.1523
C 0.8220 -0.4472 1.3131
O 1.7977 -0.7948 2.0392
H -1.7022 0.7830 0.5003
H -0.1615 -0.3292 -1.8914
H 1.7983 -1.0660 -0.5182
H -0.1354 0.0910 1.7247

---

Number 1: strongest force on any atom 4.873 eV/Å. Number 2: strongest force on any atom 5.858 eV/Å. Number 3: strongest force on any atom 1.027 eV/Å. Number 4: strongest force on any atom 7.765 eV/Å. Number 5: strongest force on any atom 6.685 eV/Å.